P | Entry from the Open Molecules 2025 dataset: 2 unconnected molecules or ions with the total composition C12H16NOP (the ωB97M-V functional and the def2-TZVPD basis).

The geometry in ORCA input format:
```
! wB97M-V def2-TZVPD RIJCOSX def2/J DEFGRID3
* xyz 0 1
C -1.290 -2.393 1.011
C -1.930 -1.311 0.492
C 0.763 -1.747 0.088
C 0.143 -0.680 -0.517
C 0.058 -2.722 0.795
C -1.257 -0.613 -0.476
C -0.171 0.894 -2.314
C 0.743 0.239 -1.506
C 0.656 -3.865 1.506
C 2.204 0.425 -1.711
C 0.336 1.923 1.327
C -0.880 3.764 0.495
N -0.841 2.503 0.995
O -3.103 0.677 -2.324
P -1.813 0.603 -1.633
H -1.961 -3.069 1.555
H -2.958 -1.022 0.542
H 1.751 -2.092 -0.241
H 0.135 1.594 -3.048
H 1.732 -3.816 1.270
H 0.376 -3.703 2.632
H 0.261 -4.788 1.121
H 2.651 0.767 -0.772
H 2.358 1.089 -2.570
H 2.780 -0.543 -1.885
H 0.838 2.521 2.144
H 0.349 0.991 1.744
H 0.866 1.942 0.351
H -1.001 4.541 1.287
H 0.010 4.059 -0.166
H -1.806 3.832 -0.189
*
```

Output
HOMO-LUMO gap (alpha / beta), eV: 7.8367 / 7.0529
Highest occupied orbital energy (alpha / beta), eV: -8.78 / -7.04

***

Q | Entry from the Open Molecules 2025 dataset: a single C12H16NOP molecule (the ωB97M-V functional and the def2-TZVPD basis).

The geometry in ORCA input format:
```
! wB97M-V def2-TZVPD RIJCOSX def2/J DEFGRID3
* xyz 0 1
C -2.505 0.684 -0.538
C -1.215 0.753 -1.040
C -1.602 -0.838 1.061
C -0.390 -0.991 0.383
C -2.700 -0.154 0.580
C -0.148 -0.109 -0.742
C 0.249 -2.806 1.892
C 0.581 -1.848 1.048
C -4.070 -0.494 1.217
C 2.020 -1.626 0.543
C 1.655 1.997 0.033
C 3.085 2.470 -1.777
N 2.066 1.757 -1.133
O 0.433 0.655 -3.304
P 1.266 0.106 -2.146
H -3.222 1.327 -0.976
H -1.116 1.431 -1.887
H -1.577 -1.349 2.029
H 1.042 -3.434 2.192
H -4.455 0.322 1.791
H -4.775 -0.713 0.468
H -4.018 -1.417 1.736
H 2.330 -0.627 0.483
H 1.998 -1.943 -0.495
H 2.810 -2.164 1.082
H 0.739 1.370 0.379
H -0.739 -3.020 2.137
H 1.982 2.759 0.686
H 2.888 2.674 -2.820
H 3.422 3.357 -1.151
H 3.966 1.869 -1.731
*
```

Output
HOMO-LUMO gap, eV: 8.1936
Highest occupied orbital energy, eV: -8.06

***

Result of the stability comparison: Q is the most stable of them.

***

P | Entry from the Open Molecules 2025 dataset: 2 unconnected molecules or ions with the total composition C2H4O2S (the ωB97M-V functional and the def2-TZVPD basis).

The geometry in ORCA input format:
```
! wB97M-V def2-TZVPD RIJCOSX def2/J DEFGRID3
* xyz 0 1
C -0.087 -0.624 1.644
C 0.082 0.956 -1.008
O 0.270 -1.235 -2.235
O -1.250 -0.654 1.460
S -0.708 -0.189 -1.828
H 0.481 -1.346 2.144
H 0.449 0.293 1.181
H -0.523 1.681 -0.484
H 1.286 1.117 -0.875
*
```

Output
HOMO-LUMO gap, eV: 9.3253
Highest occupied orbital energy, eV: -9.70

***

Q | Entry from the Open Molecules 2025 dataset: a molecular structure, C2H4O2S (the ωB97M-V functional and the def2-TZVPD basis).

The geometry in ORCA input format:
```
! wB97M-V def2-TZVPD RIJCOSX def2/J DEFGRID3
* xyz 0 1
C -0.961 -2.113 -0.236
C 0.774 1.532 -0.278
O -0.088 -0.140 1.638
O -1.138 -2.467 -1.341
S -0.452 0.138 0.246
H -1.196 -2.288 0.848
H 1.756 1.103 -0.029
H 0.758 2.341 0.453
H 0.547 1.894 -1.299
*
```

Output
HOMO-LUMO gap (alpha / beta), eV: 7.8348 / 7.1011
Highest occupied orbital energy (alpha / beta), eV: -7.96 / -7.56

***

R | Entry from the Open Molecules 2025 dataset: 2 unconnected molecules or ions with the total composition C2H4O2S (the ωB97M-V functional and the def2-TZVPD basis).

The geometry in ORCA input format:
```
! wB97M-V def2-TZVPD RIJCOSX def2/J DEFGRID3
* xyz 0 1
C -1.211 -0.255 0.605
C -1.712 0.253 -0.501
O 2.677 -1.156 -0.488
O 3.088 1.229 -0.216
S 3.009 -0.069 0.386
H -0.789 -1.245 0.643
H -1.203 0.298 1.531
H -2.121 1.250 -0.537
H -1.737 -0.303 -1.424
*
```

Output
HOMO-LUMO gap, eV: 9.2081
Highest occupied orbital energy, eV: -10.35

***

S | Entry from the Open Molecules 2025 dataset: 2 unconnected molecules or ions with the total composition C2H4O2S (the ωB97M-V functional and the def2-TZVPD basis).

The geometry in ORCA input format:
```
! wB97M-V def2-TZVPD RIJCOSX def2/J DEFGRID3
* xyz 0 1
C -0.831 -0.801 -0.225
C 0.173 -1.436 0.372
O -3.120 -0.242 0.804
O 1.412 1.825 -0.721
S -2.299 -0.176 -0.460
H 1.631 2.806 -0.774
H 1.074 -0.882 0.373
H 0.095 -2.470 0.614
H 1.866 1.376 0.016
*
```

Output
HOMO-LUMO gap (alpha / beta), eV: 8.6504 / 8.6516
Highest occupied orbital energy (alpha / beta), eV: -9.21 / -9.21

***

Result of the stability comparison: R is the most stable of them.

***

P | Entry from the Open Molecules 2025 dataset: 2 unconnected molecules or ions with the total composition C3H10OS2 (the ωB97M-V functional and the def2-TZVPD basis).

The geometry in ORCA input format:
```
! wB97M-V def2-TZVPD RIJCOSX def2/J DEFGRID3
* xyz 0 1
C -1.679 -2.275 2.015
C -0.779 -1.066 1.722
O 0.484 -1.165 2.407
H -2.376 -1.996 2.807
H -2.250 -2.533 1.121
H -1.097 -3.131 2.332
H -1.293 -0.143 1.990
H -0.486 -0.971 0.677
H 0.414 -0.795 3.301
C 0.052 2.555 -0.856
S -0.379 0.911 -1.491
S 1.489 0.014 -1.405
H 1.004 2.846 -1.247
H 0.099 2.516 0.225
H -0.667 3.291 -1.190
H 1.473 -0.358 -0.110
*
```

Output
SMILES string: CCO.CSS
HOMO-LUMO gap, eV: 9.7315
Highest occupied orbital energy, eV: -9.12

***

Q | Entry from the Open Molecules 2025 dataset: 2 unconnected molecules or ions with the total composition C3H10OS2 (the ωB97M-V functional and the def2-TZVPD basis).

The geometry in ORCA input format:
```
! wB97M-V def2-TZVPD RIJCOSX def2/J DEFGRID3
* xyz 0 1
C -1.004 0.267 1.565
C -1.122 -0.103 0.084
S 0.043 0.802 -0.929
S 1.435 -1.253 -1.096
C 0.126 -1.913 -2.130
H -1.931 0.217 2.139
H -0.401 -0.480 2.089
H -0.737 1.267 1.883
H -2.059 0.202 -0.440
H -1.051 -1.172 0.089
H 0.155 -1.395 -3.102
H -0.883 -2.015 -1.724
H 0.529 -2.921 -2.301
O 2.700 3.029 1.321
H 2.000 3.031 0.640
H 2.200 2.435 1.912
*
```

Output
SMILES string: CCSSC.O
HOMO-LUMO gap, eV: 7.9842
Highest occupied orbital energy, eV: -9.09

***

R | Entry from the Open Molecules 2025 dataset: 2 unconnected molecules or ions with the total composition C3H10OS2 (the ωB97M-V functional and the def2-TZVPD basis).

The geometry in ORCA input format:
```
! wB97M-V def2-TZVPD RIJCOSX def2/J DEFGRID3
* xyz 0 1
C 2.393 1.503 3.237
C 3.066 2.026 1.975
O 4.009 1.063 1.486
H 1.388 1.112 3.110
H 2.916 0.612 3.555
H 2.346 2.073 4.162
H 3.617 2.934 2.213
H 2.382 2.202 1.144
H 4.857 1.147 1.935
C -3.037 -1.902 -3.698
S -3.620 -2.786 -2.272
S -5.510 -1.948 -2.095
H -1.957 -2.012 -3.737
H -3.246 -0.833 -3.667
H -3.419 -2.272 -4.648
H -6.186 -2.918 -2.702
*
```

Output
SMILES string: CCO.CSS
HOMO-LUMO gap, eV: 9.6942
Highest occupied orbital energy, eV: -9.10

***

Result of the stability comparison: P is the most stable of them.

***

P | Entry from the Open Molecules 2025 dataset: a gas-phase ion, C5H10NS (charge +1) (the ωB97M-V functional and the def2-TZVPD basis).

The geometry in ORCA input format:
```
! wB97M-V def2-TZVPD RIJCOSX def2/J DEFGRID3
* xyz 1 1
C -1.352 1.266 0.474
C 0.568 0.078 -0.351
C -0.218 -0.875 -1.202
C 0.522 -1.631 -2.259
C 0.571 0.914 1.916
N -0.108 0.814 0.639
S -2.358 1.757 1.750
H 1.224 -0.743 0.159
H 1.275 0.661 -0.853
H -1.092 -1.290 -0.622
H 0.818 -2.627 -1.953
H 1.510 -1.187 -2.634
H -0.302 -1.867 -3.060
H -0.018 1.286 2.811
H 1.441 1.456 1.716
H 0.949 -0.027 2.427
H -3.432 2.015 1.042
*
```

Output
HOMO-LUMO gap (alpha / beta), eV: 5.1434 / 7.9995
Highest occupied orbital energy (alpha / beta), eV: -12.09 / -13.47

***

Q | Entry from the Open Molecules 2025 dataset: 2 unconnected molecules or ions with the total composition C5H10NS (the ωB97M-V functional and the def2-TZVPD basis).

The geometry in ORCA input format:
```
! wB97M-V def2-TZVPD RIJCOSX def2/J DEFGRID3
* xyz 1 1
C -1.142 -1.989 -0.066
C -1.633 1.281 0.698
C -1.424 -0.762 -0.549
C 1.832 1.194 -0.151
C 1.261 -0.001 0.417
N -1.114 0.330 0.139
S 1.301 -1.451 -0.431
H -1.547 -2.984 -0.571
H -0.816 -2.074 0.967
H -1.105 2.072 1.255
H -2.634 1.549 0.843
H -1.673 -0.606 -1.588
H 1.553 2.090 0.404
H 1.597 1.308 -1.271
H 2.889 1.113 -0.090
H 0.779 -0.121 1.450
H 1.877 -0.950 -1.456
*
```

Output
HOMO-LUMO gap (alpha / beta), eV: 8.2555 / 8.2560
Highest occupied orbital energy (alpha / beta), eV: -13.00 / -13.00

***

Result of the stability comparison: Q is the most stable of them.

***

P | Entry from the Open Molecules 2025 dataset: 2 unconnected molecules or ions with the total composition C6H11N3O (the ωB97M-V functional and the def2-TZVPD basis).

The geometry in ORCA input format:
```
! wB97M-V def2-TZVPD RIJCOSX def2/J DEFGRID3
* xyz 0 1
C 0.174 1.623 3.517
C 0.043 1.630 2.034
C 0.978 1.266 1.100
N 0.389 1.489 -0.108
C -0.839 1.993 0.123
N -1.081 2.077 1.411
H 1.203 1.410 3.799
H -0.552 0.984 4.013
H -0.035 2.625 3.898
H 1.981 0.891 1.219
H 0.833 1.369 -1.004
H -1.529 2.332 -0.639
C 0.278 -3.008 -2.764
C 0.175 -1.698 -2.041
N -0.988 -1.505 -1.367
O 1.048 -0.851 -2.040
H 1.244 -3.134 -3.242
H -0.477 -3.016 -3.560
H 0.062 -3.826 -2.086
H -1.055 -0.636 -0.856
H -1.853 -2.014 -1.408
*
```

Output
SMILES string: Cc1c[nH]cn1.CC(N)=O
HOMO-LUMO gap, eV: 9.1908
Highest occupied orbital energy, eV: -8.44

***

Q | Entry from the Open Molecules 2025 dataset: 2 unconnected molecules or ions with the total composition C6H11N3O (the ωB97M-V functional and the def2-TZVPD basis).

The geometry in ORCA input format:
```
! wB97M-V def2-TZVPD RIJCOSX def2/J DEFGRID3
* xyz 0 1
C -1.516 -2.047 -2.876
C -1.075 -1.720 -1.428
C -1.662 -0.674 -0.686
N -1.025 -0.752 0.528
C -0.041 -1.730 0.447
N -0.120 -2.442 -0.712
H -1.834 -1.100 -3.339
H -2.263 -2.696 -2.728
H -0.716 -2.518 -3.502
H -2.573 -0.076 -0.850
H -1.027 -0.184 1.309
H 0.461 -1.932 1.375
C 2.020 1.666 0.453
C 0.869 2.076 1.386
N 1.250 2.288 2.734
O -0.312 1.993 1.111
H 2.206 0.643 0.414
H 3.033 2.050 0.617
H 2.006 1.947 -0.627
H 0.320 2.460 3.215
H 2.000 2.748 3.159
*
```

Output
SMILES string: Cc1c[nH]cn1.CC(N)=O
HOMO-LUMO gap, eV: 8.8054
Highest occupied orbital energy, eV: -8.10

***

Result of the stability comparison: P is the most stable of them.

***

P | Entry from the Open Molecules 2025 dataset: a single C2H4O2S2 molecule (the ωB97M-V functional and the def2-TZVPD basis).

The geometry in ORCA input format:
```
! wB97M-V def2-TZVPD RIJCOSX def2/J DEFGRID3
* xyz 0 1
C 0.051 0.680 0.066
C 0.240 -0.398 -0.923
O 0.325 0.722 1.275
O -0.645 1.729 -0.444
S 1.109 -0.437 2.101
S -0.882 -1.952 -0.341
H 1.279 -0.785 -1.152
H -0.288 -0.110 -1.764
H -0.881 2.408 0.253
H -0.309 -1.857 0.930
*
```

Output
HOMO-LUMO gap, eV: 7.6580
Highest occupied orbital energy, eV: -8.15

***

Q | Entry from the Open Molecules 2025 dataset: a single C2H4O2S2 molecule (the ωB97M-V functional and the def2-TZVPD basis).

The geometry in ORCA input format:
```
! wB97M-V def2-TZVPD RIJCOSX def2/J DEFGRID3
* xyz 0 1
O -1.621 0.157 0.472
C -0.268 0.047 0.546
C 0.273 0.563 -0.749
S 1.893 -0.245 -1.129
O 0.228 -1.006 1.323
S 0.486 0.414 2.216
H -2.188 -0.332 1.208
H 0.348 1.644 -0.823
H -0.324 0.089 -1.597
H 1.172 -1.332 -1.468
*
```

Output
SMILES string: O[C@]1(CS)OS1
HOMO-LUMO gap, eV: 9.0206
Highest occupied orbital energy, eV: -8.75

***

Result of the stability comparison: Q is the most stable of them.

***

P | Entry from the Open Molecules 2025 dataset: 2 unconnected molecules or ions with the total composition C11H15N (the ωB97M-V functional and the def2-TZVPD basis).

The geometry in ORCA input format:
```
! wB97M-V def2-TZVPD RIJCOSX def2/J DEFGRID3
* xyz 1 2
C -1.489 1.210 2.572
C 1.125 -0.435 0.341
C -0.209 -0.295 0.793
C -0.250 0.583 1.982
C 1.080 0.798 2.299
C 1.421 -1.138 -0.872
C 0.458 -1.937 -1.475
C -1.200 -1.162 0.220
C -0.876 -1.906 -0.936
N 1.864 0.209 1.310
H 2.808 0.125 1.330
H 2.473 -1.042 -1.168
H 1.455 1.290 3.181
H 0.757 -2.527 -2.212
H -2.253 -1.277 0.761
H -1.307 2.157 3.083
H -2.010 0.565 3.253
H -1.609 -2.452 -1.292
H -2.289 1.355 1.786
C -0.083 1.661 -2.173
C -1.182 1.212 -3.078
H 0.436 0.897 -1.488
H 0.700 2.043 -2.932
H -0.383 2.633 -1.572
H -1.750 2.041 -3.675
H -2.010 0.797 -2.457
H -0.838 0.380 -3.803
*
```

Output
HOMO-LUMO gap (alpha / beta), eV: 9.4813 / 5.6657
Highest occupied orbital energy (alpha / beta), eV: -13.19 / -13.06
⟨S²⟩: 0.7730

***

Q | Entry from the Open Molecules 2025 dataset: 2 unconnected molecules or ions with the total composition C11H15N (the ωB97M-V functional and the def2-TZVPD basis).

The geometry in ORCA input format:
```
! wB97M-V def2-TZVPD RIJCOSX def2/J DEFGRID3
* xyz 1 2
C 1.650 0.774 -2.427
C 1.766 0.986 -0.950
H 2.568 1.062 -3.093
H 1.551 -0.326 -2.635
H 0.907 1.323 -2.963
H 0.872 0.875 -0.373
H 2.111 1.942 -0.716
H 2.415 0.319 -0.500
C -0.925 -1.110 -1.933
C -0.629 -0.759 0.637
C -1.355 -0.549 -0.680
C -1.407 0.053 1.522
C -2.388 0.230 -0.423
C 0.693 -1.209 0.977
C 1.103 -0.783 2.209
C 0.350 -0.112 3.176
C -0.973 0.335 2.869
N -2.563 0.497 0.934
H 1.318 -1.862 0.530
H 2.098 -1.064 2.623
H 0.631 0.144 4.107
H -0.551 -2.115 -1.826
H -0.066 -0.379 -2.124
H -3.086 0.761 -1.055
H -3.053 1.235 1.308
H -1.399 0.975 3.622
H -1.638 -1.241 -2.815
*
```

Output
HOMO-LUMO gap (alpha / beta), eV: 9.6316 / 5.8176
Highest occupied orbital energy (alpha / beta), eV: -13.20 / -13.19
⟨S²⟩: 0.7696

***

Result of the stability comparison: P is the most stable of them.